[1]
{"formula": "C25H44O11S3", "method": "ωB97M-V with the def2-TZVPD basis set", "e_lumo_ev": -1.03, "e_homo_ev": -9.21, "orbital_gap_ev": 8.1848, "symbols": ["H", "H", "H", "H", "H", "C", "H", "C", "O", "H", "H", "H", "C", "C", "H", "C", "H", "H", "C", "H", "S", "C", "C", "C", "O", "H", "C", "H", "H", "C", "H", "H", "H", "H", "O", "H", "H", "O", "S", "C", "H", "H", "H", "H", "H", "C", "C", "H", "H", "S", "C", "H", "C", "C", "H", "H", "H", "H", "C", "C", "O", "H", "H", "H", "O", "C", "H", "O", "O", "O", "C", "C", "H", "H", "C", "H", "H", "O", "H", "C", "H", "O", "C"], "xyz": [[-2.84612, -4.74230, -2.00901], [-3.44414, -1.64296, 0.96339], [1.38089, -2.99278, -3.45876], [2.67896, 2.88810, -0.95737], [0.84301, 1.37094, -2.71527], [2.26084, -3.63087, -3.36758], [0.42117, 2.42131, -0.37894], [-0.54855, 0.56482, -0.48671], [-3.14327, -6.55325, -1.16954], [-4.10148, 1.41603, 2.08732], [3.45514, -1.21016, -1.98399], [3.85659, 0.87990, -2.87037], [-1.72804, 1.21018, 0.16644], [-1.18072, 8.47405, 0.22057], [-1.45737, 2.15813, 5.98825], [0.71401, 1.38197, -0.54682], [-0.53791, -4.37566, -1.24634], [5.01479, 1.85347, -0.25603], [4.90970, -1.36455, -0.38261], [-3.31772, 5.31906, 1.54492], [-1.21031, 6.32822, 1.67884], [4.53677, 1.07872, -0.85842], [-1.63956, 0.54002, 4.58716], [-2.10512, -1.30501, -0.77876], [0.14561, 5.88079, 1.56706], [-1.58460, 0.55993, 6.75667], [-0.97179, -5.36683, -1.15014], [-2.08313, 4.27895, 2.31078], [0.50342, 7.98939, -1.03185], [-2.61591, 0.30942, 0.96483], [-0.58436, -5.81936, -0.23911], [2.43175, 3.09840, -2.70078], [6.46926, 0.09510, -0.61749], [-3.50526, -0.07603, 2.82855], [1.93682, -4.27359, -1.09333], [0.52420, 9.63363, -0.36460], [-4.06030, -9.05369, -1.23842], [-1.59263, 7.13177, 2.80198], [-1.98695, 1.69798, 3.23888], [3.67957, -1.86493, -1.13677], [3.07385, -3.19004, -3.93677], [5.63120, -0.31359, -2.11830], [-1.81026, 8.88826, -0.56443], [-2.09028, 4.47997, 0.54204], [3.68660, 0.72957, -0.26478], [1.50619, 1.31816, -1.85304], [-1.94329, 1.18409, 5.94014], [1.99853, -4.61441, -3.75254], [-0.64181, -5.97789, -1.99022], [-3.18579, -7.39822, 0.17178], [-2.80709, -0.91711, 0.47281], [-2.22203, -0.37006, 4.45018], [4.00296, 1.69434, -2.15587], [2.63288, -3.75987, -1.91980], [4.72103, 2.40093, -2.57300], [-2.83497, -4.71621, -0.25111], [0.79463, -1.80451, -0.86480], [4.62237, -1.12997, 0.64333], [-2.48210, -5.26410, -1.12624], [-0.74731, -0.68277, -0.93319], [-2.59106, -2.04062, -1.60623], [-4.50992, -9.27891, 0.47456], [1.34838, 1.11429, 0.30392], [5.64060, -2.17164, -0.31778], [-1.94014, -8.07442, 0.35683], [2.64408, 2.37102, -1.91902], [-3.01540, 1.35134, 6.03063], [-3.70526, -6.57145, 1.21956], [-1.61505, 7.10359, 0.34779], [0.20521, -1.45868, -1.54724], [-4.40552, -8.55976, -0.33454], [-2.29224, 4.96242, 1.49195], [-0.58920, 0.25441, 4.54502], [-5.34098, -8.03476, -0.50409], [0.28335, 8.59189, -0.15074], [1.98439, 0.33969, -1.91122], [2.80978, -1.84682, -0.46980], [-1.97427, 2.38513, 0.00294], [-1.40619, 9.00886, 1.14420], [5.49310, -0.12331, -1.05214], [0.92727, 8.24827, 0.65706], [3.84724, -3.21293, -1.58915], [-3.22079, 0.79751, 2.24468]], "mulliken_charge": [0.240, 0.473, 0.206, 0.434, 0.672, -0.999, 0.506, 0.611, -0.315, 0.445, 0.476, 0.374, -0.611, -0.392, 0.302, -0.663, -0.034, 0.481, -1.239, 0.411, 1.219, 0.027, -0.408, 0.193, -0.605, 0.372, -0.335, 0.033, 0.258, 0.910, 0.342, 0.442, 0.384, 0.469, -0.460, 0.388, 0.314, -0.691, -0.079, 0.309, 0.376, 0.381, 0.269, 0.364, -0.158, 0.330, -1.082, 0.366, 0.245, 1.248, -0.703, 0.265, -0.826, 0.782, 0.449, 0.355, 0.120, 0.366, -0.503, 0.476, -0.582, 0.371, 0.269, 0.405, -0.615, -1.213, 0.263, -0.652, -0.285, -0.495, -0.943, -0.688, 0.346, 0.311, -0.972, -0.430, -0.058, -0.616, 0.358, -1.004, 0.292, -0.441, -1.203]}

***

[2]
{"formula": "C25H45Br8NO3", "method": "ωB97M-V with the def2-TZVPD basis set", "e_lumo_ev": -0.02, "e_homo_ev": -9.49, "e_above_lowest_kcal_mol": 32.9, "orbital_gap_ev": 9.4676, "symbols": ["H", "H", "H", "H", "C", "H", "H", "C", "O", "H", "H", "C", "H", "C", "H", "C", "H", "H", "C", "C", "H", "H", "H", "C", "C", "H", "H", "H", "H", "H", "C", "C", "N", "H", "C", "C", "H", "H", "Br", "Br", "H", "C", "H", "H", "H", "C", "C", "H", "C", "H", "H", "H", "O", "Br", "Br", "C", "H", "H", "Br", "H", "H", "H", "H", "Br", "C", "Br", "H", "H", "H", "C", "H", "H", "C", "O", "H", "C", "H", "C", "C", "C", "Br", "H"], "xyz": [[-1.26421, -4.20710, 0.38516], [3.51808, -0.52390, 3.71388], [-2.75180, -1.34573, 0.09079], [2.27310, 0.77004, 6.27280], [-2.19042, -1.86254, 2.07225], [-3.37484, -6.06542, 2.79466], [-2.21829, 3.97122, -2.89392], [5.51148, 1.12734, -0.34684], [-2.09717, 3.30046, -0.92881], [-2.98439, 2.62492, 0.80911], [3.59670, -1.21384, -2.55540], [-4.40287, 2.69202, -0.78587], [0.02842, 4.22347, -0.05760], [2.90976, -0.65158, 4.60928], [6.00761, 0.72171, -1.22855], [-2.53109, -1.99614, 3.41081], [1.93404, 0.97052, -0.27870], [2.61772, 4.36833, 0.14975], [2.84776, -1.24609, -3.34670], [2.89471, 0.69785, 5.38033], [-3.06610, -6.39332, -0.97396], [-1.28702, -2.33740, 1.71902], [-4.82811, -6.01119, 0.65339], [4.52776, 2.21652, -0.71128], [-4.17656, -0.67373, 1.62494], [3.75424, 2.30432, 0.05164], [4.71220, -1.79843, -4.36529], [0.20516, 1.39397, -0.44787], [3.97243, 1.98141, -1.61927], [-3.91910, 2.36673, -2.88598], [3.67409, -1.58337, -4.61864], [-2.99940, 2.41524, -0.26043], [-4.49790, -0.69893, 2.92371], [-4.73358, 3.87178, -2.63976], [-3.05265, -1.30687, 1.12732], [-3.88541, -5.47424, 0.75871], [1.61439, -0.81501, 1.26433], [-2.94007, 4.94567, -1.55721], [4.39430, -0.31954, 0.49730], [4.76214, 1.32863, 5.69783], [3.22675, -2.43034, -5.13885], [-4.04801, 3.17164, -2.16237], [-0.01739, -0.33673, 1.49312], [2.44851, 1.41804, 4.69452], [-1.82041, -2.39743, 4.11813], [2.44021, 0.35185, -5.01184], [0.72918, -0.49481, 0.71482], [2.60133, 1.38137, -5.33159], [-1.63152, -5.22448, 0.25054], [-3.18454, -7.32373, 1.45872], [1.70669, 5.56114, 1.06686], [-5.06016, 1.82520, -0.71736], [3.59177, -0.38248, -5.40565], [1.33349, 2.12637, 1.72785], [5.38496, 4.02782, -1.11591], [-2.75169, 3.94406, -1.94374], [2.02116, -1.88936, -3.04499], [-4.79661, 3.49141, -0.15814], [0.12639, -1.78533, -0.71006], [3.33987, -1.39031, 5.28558], [6.25779, 1.47870, 0.36566], [-4.08004, -4.47543, 1.14937], [-2.73229, 1.38851, -0.51060], [1.07428, 3.69373, -2.31026], [-3.08717, -6.28247, 1.76596], [2.96427, 6.64882, -0.94242], [-4.09423, -1.29195, 4.82101], [-4.97373, -0.27322, 1.01625], [-3.26237, -4.69533, -1.13756], [0.68935, 4.81717, -0.68909], [1.55490, -0.06428, -5.49262], [3.10606, 0.90168, -3.14690], [-2.94844, -5.45866, -0.42563], [-1.78640, -5.77059, 1.53946], [-0.02699, 5.59957, -0.93970], [2.40729, 0.15149, -3.51710], [1.44201, 0.35411, -3.05313], [0.94509, 0.88781, 0.17213], [-3.70426, -1.33391, 3.81475], [1.90182, 5.18563, 0.06237], [0.99578, -1.07549, 4.11217], [-0.83781, -5.79758, -0.22872]], "mulliken_charge": [-0.461, 0.197, 0.508, 0.437, 0.064, 0.308, 0.254, -0.382, -0.199, 0.321, -0.114, -0.449, -0.005, -0.360, 0.378, -1.014, -0.416, -0.183, 0.008, -0.521, 0.284, 0.702, 0.372, 0.116, -0.641, 0.025, 0.299, 0.459, -0.072, 0.279, -0.466, -0.278, -0.627, 0.376, -0.102, -0.418, 0.244, 0.352, -0.151, -0.172, 0.283, -0.723, 0.219, 0.162, 0.565, -0.633, -0.174, 0.350, 0.409, 0.320, 0.477, 0.247, -0.437, -0.214, -0.137, -0.522, 0.178, 0.267, -0.216, 0.410, 0.459, 0.054, 0.070, -0.119, -0.449, -0.219, 0.412, 0.463, 0.309, -0.255, 0.308, -0.581, -0.475, -0.478, 0.543, 0.419, 0.183, 0.150, -0.500, -0.260, -0.110, 0.294]}

***

[3]
{"formula": "C25H45BrClPTc", "method": "ωB97M-V with the def2-TZVPD basis set", "e_lumo_ev": [-0.44, -0.32], "e_homo_ev": [-7.07, -7.50], "e_above_lowest_kcal_mol": 0.0, "orbital_gap_ev": [6.6302, 7.1791], "multiplicity": 4, "symbols": ["C", "H", "H", "C", "H", "C", "C", "C", "H", "H", "H", "H", "C", "C", "H", "H", "H", "H", "H", "C", "H", "H", "H", "Cl", "C", "H", "Br", "C", "H", "H", "C", "H", "C", "H", "C", "H", "C", "H", "P", "C", "C", "H", "H", "H", "H", "H", "H", "H", "H", "H", "C", "H", "C", "H", "C", "H", "H", "C", "C", "H", "H", "H", "H", "Tc", "C", "H", "H", "H", "H", "C", "H", "H", "C", "C"], "xyz": [[-1.61407, 1.05328, 3.01560], [-1.62200, 0.20232, 3.70782], [-0.07848, -2.36520, 4.71736], [1.73884, -2.51054, -2.60599], [2.41714, -2.23673, 5.16365], [0.59185, -1.76205, 4.10016], [1.62521, 3.05606, -2.16612], [-0.35299, -3.60337, -1.64443], [3.17022, 3.47567, 0.29308], [1.13317, 3.91192, -1.68404], [-3.34353, 3.30070, -1.93699], [0.91447, -4.41523, -3.19382], [1.73489, -1.51316, -1.44673], [-5.24623, 2.43817, -1.29860], [3.88885, -2.18440, 3.08058], [-0.75147, -4.55191, -1.27335], [3.51084, 4.10316, -1.98684], [-4.41463, 2.51933, 0.70524], [-4.57177, -0.36493, 0.20821], [0.97668, -0.74335, 1.89083], [3.66900, 2.43420, -2.52432], [3.06046, -0.86046, 1.14172], [3.11990, 0.53371, -0.46114], [-1.85329, 2.91508, 0.56686], [1.02184, -3.82229, -2.27937], [3.23529, -0.63066, 3.56612], [-0.01501, 2.13823, 3.56874], [-0.31733, -2.59553, -0.49121], [0.17155, -2.73645, 2.21107], [-2.26936, 1.38353, -2.83085], [2.01580, -2.31157, 4.14887], [1.29580, 0.93841, -2.33060], [-4.03308, 2.50975, -2.24384], [-1.05247, -3.23855, -2.40430], [2.95756, -1.61318, 3.16263], [-5.61169, 3.46579, -1.10356], [-3.98197, 0.51588, -0.12467], [2.35613, -1.91832, -0.63676], [0.05117, 0.03858, 0.42950], [2.35404, -1.42082, 1.76441], [-3.14078, 0.33230, -1.14808], [4.50909, 2.48919, -0.28119], [-3.77428, 0.59166, -3.12981], [0.74716, 2.29480, 0.36608], [-6.05064, 1.85922, -1.77917], [1.08973, 0.16036, 2.52035], [-0.28955, -0.82438, -1.75010], [0.56938, -0.73516, 4.49306], [-0.98076, -1.45837, 2.62012], [0.29266, -3.01493, 0.32130], [0.08238, -1.72783, 2.65716], [1.25516, -2.03830, -3.46866], [3.42913, 2.65225, -0.38486], [-2.70509, -0.64891, -1.36289], [0.92313, 1.76696, -1.71299], [2.77305, -2.70959, -2.90398], [-4.41943, 2.80130, -3.22748], [-3.25207, 1.19705, -2.37491], [3.12312, 3.08717, -1.82645], [-0.15421, 1.84637, -1.91836], [-5.79654, 1.46505, 0.54521], [2.24042, -2.41138, 1.29277], [-2.37896, 1.77597, 3.36799], [-2.13110, 0.72797, 1.00666], [1.17499, 1.47088, -0.22690], [1.98186, -3.38190, 3.90777], [2.85814, 1.24256, 1.13591], [-1.32927, -2.44793, -0.08116], [1.64501, -4.40636, -1.59076], [-4.87186, 1.78216, 0.03821], [2.21879, -0.58221, -1.76717], [1.49932, 3.18167, -3.24909], [0.30447, -1.26653, -0.92780], [2.67622, 1.39384, 0.06430]], "mulliken_charge": [-0.874, 0.420, 0.424, -1.148, 0.423, -0.938, -0.777, -1.031, 0.425, 0.348, 0.289, 0.420, -0.398, -0.674, 0.431, 0.414, 0.366, 0.416, 0.461, 0.058, 0.303, 0.165, 0.059, -0.465, -0.685, 0.365, -0.156, -0.886, 0.352, 0.192, -0.836, 0.235, -0.822, 0.395, -0.927, 0.337, -0.380, 0.048, 2.471, -0.691, 0.035, 0.397, 0.450, 0.918, 0.339, 0.177, 0.844, 0.341, 0.481, 0.060, -0.929, 0.390, -1.174, 0.398, 0.102, 0.407, 0.360, -0.637, -0.697, -0.805, 0.369, 0.500, 0.380, -1.374, -0.066, 0.310, 0.369, 0.389, 0.332, -0.932, 0.064, 0.391, 0.130, -0.450]}